#i
24
Properties=species:S:1:pos:R:3 method="wB97M-V/def2-TZVPD" homo_energy_ha=-0.3045 molar_mass_g_mol=133.19 lumo_ha=0.033 charge=0 homo_lumo_gap_ha=0.3378
C 0.88892 1.05088 -0.98949
C -0.31776 -0.82230 2.19241
C 0.96964 0.89372 -2.51181
C -1.22063 -1.97800 1.90210
C -0.73001 0.21096 3.09913
C 0.76417 -0.54091 -2.99682
N -0.47745 0.87173 -0.53609
O -0.61941 0.53959 0.79790
O 1.36543 2.32475 -0.58483
H 0.62837 2.94069 -0.68444
H -1.01109 0.22658 -1.11036
H 1.55672 0.33224 -0.49704
H 0.74696 -0.99212 2.06266
H 0.23652 1.56530 -2.97023
H 1.95606 1.24965 -2.81346
H -2.26302 -1.66108 1.86890
H -0.90154 1.01683 2.17961
H -0.96476 -2.46727 0.96240
H -1.12264 -2.72187 2.70111
H 0.05618 0.64035 3.71435
H -1.68672 0.05683 3.59175
H 1.48641 -1.21508 -2.53164
H 0.89621 -0.60841 -4.07736
H -0.23656 -0.91308 -2.76876



#ii
24
Properties=species:S:1:pos:R:3 method="wB97M-V/def2-TZVPD" homo_energy_ha=-0.2713 molar_mass_g_mol=133.19 lumo_ha=-0.021 charge=0 homo_lumo_gap_ha=0.2500
C -1.96706 0.98027 0.17234
C -1.29721 1.60198 1.34504
C -1.86378 -1.26961 0.67011
C -1.41892 1.15978 -1.15700
H -3.02350 0.76632 0.27238
H -0.63503 0.34641 -1.27910
H -0.21668 1.49347 1.27030
H -1.65063 1.20339 2.29435
H -1.54199 2.67385 1.32251
H -1.26820 -2.17490 0.86063
H -2.26798 -0.95219 1.62676
H -2.65707 -1.53121 -0.02702
H -0.83296 2.07990 -1.23138
H -2.15481 1.07365 -1.95413
C 3.10838 -1.48742 -1.02589
C 2.54186 -0.37347 -0.21604
O 0.39766 -0.89526 -0.65811
O 3.49755 0.40164 0.39122
N 1.31767 -0.07592 -0.02790
H -0.86261 -0.81491 0.13094
H 3.02394 1.08275 0.89053
H 3.67022 -2.17040 -0.38388
H 2.29988 -2.02571 -1.51441
H 3.80128 -1.09240 -1.77228



#iii
24
Properties=species:S:1:pos:R:3 method="wB97M-V/def2-TZVPD" homo_energy_ha=-0.3622 smiles="CCCCCNC=O.O" molar_mass_g_mol=133.19 lumo_ha=0.035 charge=0 homo_lumo_gap_ha=0.3967
C 2.88735 -2.42360 0.01228
C 1.73556 -1.66831 0.66233
C 1.68898 -0.19342 0.27274
C 1.21375 0.07779 -1.15612
C -0.24952 -0.29148 -1.40144
N -1.16448 0.37662 -0.49331
C -1.81929 1.50850 -0.79482
O -2.49350 2.13990 0.00467
H 3.84842 -1.96470 0.25624
H 2.91714 -3.46422 0.32756
H 2.78521 -2.41774 -1.07498
H 1.79270 -1.75280 1.74927
H 0.78737 -2.15577 0.40853
H 2.68910 0.22918 0.38037
H 1.08460 0.38006 0.97833
H 1.34408 1.14208 -1.37118
H 1.83293 -0.46862 -1.87264
H -0.52642 -0.02879 -2.42174
H -0.39058 -1.36453 -1.29699
H -1.22046 0.06597 0.47108
H -1.72127 1.81586 -1.84568
O -1.88128 0.82819 2.34644
H -2.21108 1.45015 1.66236
H -2.65531 0.50357 2.81229



Preferred: #iii; penalty for the next structure: 4.823 eV.



#i
24
Properties=species:S:1:pos:R:3 method="wB97M-V/def2-TZVPD" homo_energy_ha="-0.3449 / -0.2352" molar_mass_g_mol=133.19 lumo_ha="0.024 / -0.027" charge=0 homo_lumo_gap_ha="0.3687 / 0.2079"
C -1.42451 0.61684 -0.13079
C 0.97404 0.36305 -0.35723
C 0.84660 -2.00257 -0.24709
C -1.38225 1.87793 0.66213
C -2.04442 -0.58317 0.50570
C 1.73989 0.48751 0.92415
N 0.53796 -0.73712 -0.89996
O -1.62639 0.82266 -1.44454
O 2.69681 -0.42982 -1.66202
H -1.31414 0.03010 -1.91835
H 2.45073 -0.20410 -2.56815
H 0.82618 1.26160 -0.94228
H 0.16427 -2.17046 0.59478
H 1.87412 -2.04363 0.10899
H 0.69460 -2.80287 -0.96844
H -0.95524 1.70655 1.64987
H -0.81727 2.65240 0.14643
H -2.40832 2.24751 0.80348
H -1.56239 -0.82403 1.45375
H -3.09949 -0.35898 0.72027
H -2.00959 -1.45459 -0.14539
H 2.75930 0.14580 0.74086
H 1.30553 -0.12544 1.71769
H 1.77400 1.52486 1.25612



#ii
24
Properties=species:S:1:pos:R:3 method="wB97M-V/def2-TZVPD" homo_energy_ha=-0.3129 smiles=C[C@H](O)N(C)C(C)(C)O molar_mass_g_mol=133.19 lumo_ha=0.029 charge=0 homo_lumo_gap_ha=0.3420
C 1.97746 -0.82453 -1.16634
C 1.13570 0.44517 -1.01188
O 2.03758 1.52758 -1.02294
N 0.32233 0.53708 0.18683
C 1.00583 0.17316 1.40762
C -1.07953 0.19786 0.05548
C -1.33780 -1.28094 -0.30725
C -1.83810 0.54016 1.34564
O -1.55297 1.02953 -0.99490
H 1.36173 -1.71341 -1.07424
H 2.44410 -0.81116 -2.14688
H 2.76208 -0.84689 -0.41647
H 0.44547 0.53252 -1.86267
H 1.52683 2.32953 -0.86630
H 0.56247 0.69128 2.25586
H 2.03526 0.51139 1.31082
H 1.00420 -0.90687 1.60976
H -0.83090 -1.93290 0.39885
H -2.40415 -1.49513 -0.27249
H -0.97433 -1.48630 -1.31076
H -2.90863 0.46607 1.16128
H -1.58175 -0.14646 2.14591
H -1.60812 1.55823 1.64756
H -2.50476 0.90504 -1.07248



Preferred: #ii; penalty for the next structure: 4.826 eV.



#i
15
Properties=species:S:1:pos:R:3 method="wB97M-V/def2-TZVPD" homo_energy_ha=-0.6394 molar_mass_g_mol=140.24 lumo_ha=-0.358 charge=+2 homo_lumo_gap_ha=0.2810
C -0.81928 -0.80248 -0.43576
N 1.72736 0.21684 0.58211
N -1.41623 0.13048 -1.14025
N 2.40827 0.86992 1.41178
N -1.64429 1.40842 -0.77381
S -0.46304 -2.40418 -1.00709
S -0.35786 -0.44652 1.24660
H 2.08878 -0.73597 0.43181
H -1.63686 -0.06099 -2.12206
H 3.13971 0.47984 2.01867
H 2.18785 1.86434 1.52656
H -2.31974 1.91287 -1.33814
H -1.68999 1.60839 0.21959
H -0.99488 -2.30938 -2.23302
H -0.20980 -1.73159 1.61301



#ii
15
Properties=species:S:1:pos:R:3 method="wB97M-V/def2-TZVPD" homo_energy_ha=-0.6031 molar_mass_g_mol=140.24 lumo_ha=-0.395 charge=+2 homo_lumo_gap_ha=0.2086
C 1.25957 0.21079 0.00067
N -2.60352 -1.18958 -0.18089
N 2.42827 0.75639 0.34466
N -3.79520 -0.87161 -0.40285
N 2.82631 1.94713 -0.09920
S 0.69603 -1.15099 1.00030
S 0.35622 0.72830 -1.34238
H -2.40516 -2.15941 -0.10713
H 2.88516 0.20022 1.18589
H -4.58683 -1.67927 -0.16523
H -4.07802 0.15047 -0.34320
H 3.53158 2.31255 0.36017
H 2.70338 1.96495 -1.08307
H 1.45102 -1.11576 2.01472
H -0.66881 -0.10419 -1.18247



Preferred: #i; penalty for the next structure: 0.711 eV.



#i
16
Properties=species:S:1:pos:R:3 method="wB97M-V/def2-TZVPD" homo_energy_ha=-0.3143 smiles=CCNC.O molar_mass_g_mol=77.13 lumo_ha=0.029 charge=0 homo_lumo_gap_ha=0.3431
C -0.54478 -0.72892 -1.83560
C -0.97922 0.00080 -0.54050
N -0.09530 1.03006 -0.02598
C 1.32721 0.72263 -0.08706
H -0.97912 -1.70608 -1.94359
H 0.54763 -0.80237 -2.06487
H -0.81988 -0.09924 -2.69003
H -1.36214 -0.61973 0.27208
H -1.89850 0.49391 -0.94782
H -0.27333 1.28141 0.94067
H 1.59308 0.61024 -1.12941
H 1.85472 1.61949 0.27512
H 1.68291 -0.15057 0.48126
O -0.28953 -0.40889 3.24856
H 0.57276 0.01152 3.24658
H -0.33652 -1.25428 2.80056



#ii
16
Properties=species:S:1:pos:R:3 method="wB97M-V/def2-TZVPD" homo_energy_ha=-0.3554 smiles=CCCN.O molar_mass_g_mol=77.13 lumo_ha=0.028 charge=0 homo_lumo_gap_ha=0.3833
C 0.18142 1.97316 -0.07952
C 0.40355 0.39898 -0.00670
C 0.58707 -0.23552 -1.45349
N 0.37991 -1.68678 -1.34448
H 1.09704 2.38647 -0.53496
H 0.00143 2.48892 0.87871
H -0.66852 2.17516 -0.75286
H 1.34366 0.31079 0.57111
H -0.41552 -0.00383 0.61965
H -0.11366 0.34698 -2.08209
H 1.60580 -0.08986 -1.86146
H -0.39821 -1.77514 -0.68160
H 0.01304 -1.98455 -2.25520
O -1.12025 -1.37454 3.32511
H -1.38513 -0.71021 2.64926
H -1.51164 -2.22004 3.00854



Preferred: #ii; penalty for the next structure: 0.403 eV.



#i
16
Properties=species:S:1:pos:R:3 method="wB97M-V/def2-TZVPD" homo_energy_ha=-0.3338 smiles=CCCN.O molar_mass_g_mol=77.13 lumo_ha=0.030 charge=0 homo_lumo_gap_ha=0.3639
C -2.54386 -0.57876 0.05278
C -1.33409 0.24956 -0.36906
C -0.02559 0.07660 0.44054
N 1.01365 0.96367 -0.07857
H -3.30042 -0.56834 -0.71128
H -3.10624 -0.22919 0.93796
H -2.26826 -1.64466 0.15913
H -1.55777 1.33406 -0.40546
H -1.11450 -0.00397 -1.45992
H 0.24836 -0.97408 0.49685
H -0.26765 0.40478 1.48812
H 1.91769 0.54276 -0.04028
H 1.11576 1.77807 0.52225
O 3.68046 -0.60921 0.03154
H 3.60203 -1.03046 -0.84080
H 3.94042 0.28917 -0.22380



#ii
16
Properties=species:S:1:pos:R:3 method="wB97M-V/def2-TZVPD" homo_energy_ha=-0.2268 molar_mass_g_mol=77.13 lumo_ha=0.001 charge=0 homo_lumo_gap_ha=0.2278
C -1.74906 -2.41970 -1.02305
O -1.03261 -1.30957 -0.80929
H -2.36214 -2.35762 -1.93465
H -1.04961 -3.31401 -1.28596
H -2.25435 -2.80457 -0.08380
C 1.72701 0.47190 0.98521
C 1.01519 1.74451 0.34870
N -0.36737 1.34636 0.00514
H 1.03864 -0.30172 1.25746
H 2.43649 0.01021 0.28259
H 2.28492 0.80619 1.88523
H 1.12747 2.55326 1.08789
H 1.44685 2.04749 -0.60931
H -0.88575 1.30797 0.92904
H -0.48754 0.35670 -0.31537
H -0.88814 1.86259 -0.71982



Preferred: #i; penalty for the next structure: 2.795 eV.